Record 1
An isolated molecule of C3H2N2 at a distorted geometry, computed with the ωB97M-V functional and the def2-TZVPD basis.

XYZ file:
```
7
Properties=species:S:1:pos:R:3:forces:R:3
C 0.392630 0.265692 -1.282612 2.460 4.592 -4.771
C -0.211329 0.140136 1.259727 6.688 -0.271 1.835
C 0.510904 -0.429117 -0.163221 -3.784 -2.710 2.740
N 0.665620 0.688997 -2.342195 -0.883 -0.390 0.913
N -1.304156 0.102908 0.959839 -6.540 0.013 -2.560
H 0.305576 0.278212 2.180900 0.788 0.266 0.291
H -0.359245 -1.046827 -0.612438 1.273 -1.500 1.551
```
Forces are in eV/Å.

Computed properties:
Total energy in eV: -6117.4718
HOMO-LUMO gap (spin up / spin down) in eV: 8.197 / 8.546
HOMO level (spin up / spin down) in hartree: -0.3765 / -0.3792

natural (NBO) population analysis, charges in e, atoms 1 to 6:
1. C 0.121
2. C 0.029
3. C -0.245
4. N -0.239
5. N -0.166
6. H 0.245



Record 2
An isolated molecule of C6H7ClO at a distorted geometry, computed with the ωB97M-V functional and the def2-TZVPD basis.

XYZ file:
```
15
Properties=species:S:1:pos:R:3:forces:R:3
C -1.834023 -1.494604 0.022439 1.908 -1.642 1.615
C -0.607636 -0.569260 0.067540 0.642 -0.769 -1.067
C 0.702206 -0.994946 -0.077971 -2.348 -0.067 -0.396
C 1.690920 0.057761 -0.075284 0.144 0.317 0.267
Cl 3.331272 -0.584382 0.063639 -0.307 0.650 -0.095
C 1.382763 1.365194 -0.038980 1.583 0.415 0.632
C -0.093442 1.854795 -0.030989 1.761 -0.296 0.080
O -1.010870 0.756596 0.105256 0.243 -1.076 0.032
H -2.492745 -1.175526 -0.758039 -0.516 0.076 -0.314
H -1.471682 -2.594453 -0.139498 -0.650 2.086 0.050
H -2.336367 -1.520723 1.033111 0.284 0.314 -1.140
H 0.981774 -2.064048 -0.319638 -0.570 1.541 0.626
H 2.269221 2.073597 0.209076 -1.951 -0.960 -0.722
H -0.319664 2.456897 -0.975153 0.014 -0.742 1.371
H -0.191726 2.433107 0.914497 -0.238 0.154 -0.940
```
Forces are in eV/Å.

Computed properties:
Total energy in eV: -20903.6665
HOMO-LUMO gap in eV: 8.918
SMILES: CC1=CC(Cl)=CCO1
HOMO level in hartree: -0.2958

natural (NBO) population analysis, charges in e, atoms 1 to 6:
1. C -0.653
2. C 0.408
3. C -0.413
4. C -0.017
5. Cl -0.020
6. C -0.272



Record 3
A structure of composition C52H47BiBrClN7P, computed with the ωB97M-V functional and the def2-TZVPD basis.

XYZ file:
```
110
Properties=species:S:1:pos:R:3:forces:R:3
Bi -0.291912 -0.306476 0.084429 -0.052 0.418 -0.463
N 2.883894 0.974852 3.286315 0.208 -0.018 0.292
C 2.153286 0.855266 2.176426 -0.187 -0.063 -0.335
N 1.367969 -0.146270 1.941761 0.052 -0.174 0.055
C 1.152489 -1.111790 2.939540 0.262 0.180 0.015
N 0.129206 -1.885934 2.910252 -0.307 -0.040 -0.284
N -0.726994 -1.659349 1.863346 0.222 -0.156 0.294
C -1.907150 -2.273241 1.920638 -0.136 -0.009 -0.026
C -2.887910 -1.957368 0.961339 0.164 -0.029 0.096
C -4.219647 -2.431264 1.050394 -0.028 -0.023 0.011
C -5.167435 -1.943107 0.199165 -0.077 -0.081 0.092
C -4.815726 -0.961870 -0.750246 0.030 0.055 -0.065
C -3.505382 -0.565816 -0.822048 0.168 -0.098 0.133
N -2.540404 -1.082506 -0.034945 -0.281 -0.032 0.116
C 2.077039 -1.136790 4.080398 -0.055 0.074 -0.139
C 2.095328 -2.153120 5.032273 -0.039 -0.093 0.028
C 2.937383 -2.074038 6.125030 0.021 -0.007 0.013
C 3.770621 -0.967950 6.286136 0.003 -0.053 0.050
C 3.765842 0.049943 5.353209 0.015 0.068 -0.065
C 2.923391 -0.041523 4.250022 0.010 0.062 0.020
H 3.420972 1.816101 3.418779 -0.030 0.050 -0.006
H 2.232735 1.663535 1.450460 0.002 -0.059 0.005
H -2.115034 -2.929331 2.759324 -0.035 0.037 -0.077
H -4.463206 -3.151724 1.821570 -0.014 0.018 -0.031
H -6.192757 -2.285597 0.270366 0.030 -0.008 0.003
H -5.552506 -0.519336 -1.405572 0.020 0.002 0.011
H -3.180347 0.178693 -1.536296 0.009 -0.007 0.022
H 1.425174 -2.992974 4.898582 0.035 0.027 0.001
H 2.947033 -2.870152 6.858742 -0.004 0.036 -0.024
H 4.426828 -0.900418 7.145213 -0.036 -0.014 -0.034
H 4.407048 0.916421 5.474736 -0.024 -0.041 -0.020
C -3.107988 4.162745 4.005749 -0.032 0.003 -0.089
C -3.351005 4.720721 2.621143 0.005 0.030 0.077
C -4.056272 5.926363 2.543816 0.037 -0.018 0.033
C -4.336043 6.546815 1.338936 0.032 -0.025 -0.028
C -3.907931 5.958981 0.156150 0.000 -0.028 0.045
C -3.228835 4.753890 0.211813 -0.007 0.006 0.040
C -2.933449 4.115422 1.426441 -0.029 0.012 -0.123
P -1.993014 2.551995 1.126008 0.065 -0.030 0.076
C -2.222813 1.517751 2.635484 -0.117 0.038 0.027
C -1.173251 1.118896 3.466711 -0.104 0.056 0.007
C -1.380049 0.270576 4.546292 -0.028 0.067 0.009
C -2.652791 -0.213471 4.805300 0.021 -0.001 -0.014
C -3.704314 0.159864 3.979611 0.032 0.018 -0.052
C -3.516291 1.018298 2.898530 -0.024 0.029 -0.005
C -4.712390 1.422521 2.071643 0.081 -0.024 0.057
C -0.260339 3.102790 1.090738 0.088 -0.136 -0.082
C 0.325855 3.740213 2.193386 0.090 0.058 0.009
C 1.620133 4.233487 2.193686 -0.087 -0.075 -0.031
C 2.360680 4.120376 0.995317 -0.007 -0.073 -0.016
C 1.828892 3.527459 -0.117380 -0.114 -0.033 0.053
C 0.474127 3.008711 -0.169097 -0.049 0.104 0.072
C -0.016610 2.475134 -1.352349 0.195 -0.190 0.033
H -3.043580 4.980014 4.724520 -0.022 0.004 0.000
H -2.198698 3.574299 4.078081 0.013 0.013 -0.028
H -3.931770 3.513496 4.318988 0.044 -0.007 -0.022
H -4.378888 6.393916 3.469277 0.011 -0.024 -0.040
H -4.877334 7.485833 1.325048 0.020 -0.043 -0.002
H -4.109083 6.428250 -0.799569 0.015 -0.019 0.034
H -2.903466 4.283597 -0.712152 -0.020 0.019 0.050
H -0.178422 1.493287 3.267434 -0.035 0.052 0.030
H -0.547272 -0.017191 5.178848 -0.027 0.014 -0.038
H -2.826250 -0.882909 5.641017 0.006 0.044 -0.048
H -4.701159 -0.224137 4.174235 0.031 0.021 -0.016
H -5.528772 0.710934 2.202208 0.023 0.009 0.012
H -4.468834 1.475539 1.009134 0.021 -0.014 -0.010
H -5.073424 2.413247 2.362064 0.012 -0.010 -0.012
H -0.269602 3.876380 3.093598 0.019 -0.072 -0.068
H 2.022982 4.743198 3.061233 -0.025 -0.015 -0.060
H 3.367120 4.529391 0.947204 -0.057 -0.027 -0.017
H 2.404965 3.502332 -1.038243 -0.008 -0.035 0.046
H 0.615381 2.438424 -2.237342 -0.031 0.148 0.170
H -1.066013 2.234976 -1.480052 0.075 0.043 0.032
Cl 4.373199 -3.765816 -4.096865 0.092 0.018 -0.008
C 3.582123 -2.732459 -2.830976 -0.076 0.146 0.128
C 3.679033 -1.306785 -3.308937 -0.018 -0.215 -0.009
C 4.006918 -0.308120 -2.497924 0.130 0.003 0.173
C 4.385057 -0.543041 -1.095995 -0.076 -0.164 -0.157
C 4.567052 0.454355 -0.230301 0.095 0.093 0.204
C 4.599542 -1.947024 -0.716205 0.050 0.151 -0.050
C 4.286322 -2.952486 -1.525171 -0.082 0.009 -0.105
H 3.443021 -1.130037 -4.352928 -0.076 -0.012 0.067
H 4.035539 0.711890 -2.865947 -0.035 -0.029 0.029
H 4.417110 1.491009 -0.509868 -0.008 -0.038 0.000
H 4.890353 0.246457 0.787449 -0.075 0.047 -0.106
H 5.062978 -2.143779 0.245178 -0.044 0.015 -0.024
H 4.490412 -3.980625 -1.252789 -0.071 0.015 0.018
C -2.149896 -2.856224 -2.751621 0.009 0.038 -0.038
C -1.797831 -1.563870 -3.411944 0.095 0.042 -0.077
N -1.240958 -0.518149 -2.842919 0.048 0.200 0.070
C -1.112528 0.447553 -3.826308 0.008 -0.051 0.131
C -1.595397 -0.027240 -5.004870 -0.020 -0.110 0.068
N -2.026368 -1.309038 -4.727149 -0.018 0.029 -0.032
H -1.480964 -3.027719 -1.908756 -0.027 0.009 -0.051
H -2.055137 -3.691935 -3.447451 0.010 0.030 0.005
H -3.175427 -2.836593 -2.372580 0.044 0.007 -0.027
H -0.680207 1.414668 -3.612146 -0.092 -0.173 -0.040
H -1.669170 0.410201 -5.986957 0.002 -0.053 0.082
H -2.442348 -1.947965 -5.380678 -0.007 -0.027 -0.013
Br 2.143373 -6.096151 -2.879454 0.009 0.010 -0.048
C 1.840880 -4.457567 -1.988659 0.059 0.032 -0.025
C 2.047366 -3.169279 -2.722491 0.158 0.004 -0.069
C 1.275200 -2.063194 -2.053440 0.030 0.047 0.115
C 0.812154 -2.122818 -0.779956 0.103 -0.181 0.180
C 1.004372 -3.324222 -0.033000 -0.083 -0.077 -0.149
C 1.438900 -4.496743 -0.692143 -0.083 0.177 0.110
H 1.729158 -3.262980 -3.766222 -0.083 -0.027 0.002
H 1.124302 -1.174362 -2.647723 -0.026 0.032 -0.051
H 0.720895 -3.395548 1.009317 0.011 0.037 -0.092
H 1.398546 -5.449480 -0.175960 -0.010 0.058 -0.008
```
Forces are in eV/Å.

Computed properties:
Total energy in eV: -162807.6344
HOMO-LUMO gap (spin up / spin down) in eV: 4.976 / 4.831
HOMO level (spin up / spin down) in hartree: -0.2023 / -0.2015

Löwdin population analysis, charges in e, atoms 1 to 6:
1. Bi 1.837
2. N 0.146
3. C -0.170
4. N 0.002
5. C -0.321
6. N 0.086



Record 4
A cluster of 2 separate species, C5H8O2 in total, computed with the ωB97M-V functional and the def2-TZVPD basis.

XYZ file:
```
15
Properties=species:S:1:pos:R:3:forces:R:3
C 0.531480 0.016615 1.367917 -0.517 0.071 0.364
C -0.487463 0.012655 0.530064 -0.217 0.007 0.735
C -1.610871 -0.751542 -0.007711 -0.048 -0.245 0.118
C -1.586373 0.782088 -0.058646 -0.021 0.237 0.063
H 1.034461 0.936403 1.650983 -0.117 -0.132 0.041
H 0.909085 -0.915570 1.781604 0.017 0.140 -0.052
H -2.220766 -1.264803 0.729645 -0.155 0.102 -0.187
H -1.530380 -1.252280 -0.972510 0.132 0.118 0.263
H -1.533877 1.230287 -1.051683 0.153 -0.135 0.232
H -2.168381 1.352923 0.659760 -0.109 -0.088 -0.191
O 2.754366 0.633710 -0.383480 -0.221 -0.341 -0.116
C 1.991546 -0.246942 -0.675774 0.442 0.116 -0.537
O 0.961662 -0.100850 -1.535722 0.567 0.143 -0.427
H 2.057969 -1.287547 -0.335227 0.061 0.113 -0.139
H 0.897539 0.854848 -1.699217 0.035 -0.105 -0.166
```
Forces are in eV/Å.

Computed properties:
Total energy in eV: -9407.2747
HOMO-LUMO gap in eV: 10.416
SMILES: C=C1CC1.O=CO
HOMO level in hartree: -0.3496

natural (NBO) population analysis, charges in e, atoms 1 to 6:
1. C -0.438
2. C 0.026
3. C -0.449
4. C -0.452
5. H 0.218
6. H 0.203



Q: total energy of number 4 (C5H8O2)?
A: -9407.2747 eV



Q: Which value of total energy does entry 4 give?
A: -9407.2747 eV



Q: Number 2 is which compound?
A: C6H7ClO